w:
A cluster of 5 separate species, H10O5 in total, computed with the ωB97M-V functional and the def2-TZVPD basis.

Atoms and positions in Å:
O (-0.871, 0.106, -2.021)
H (-0.321, 0.668, -1.441)
H (-1.442, -0.453, -1.509)
O (1.053, 0.227, 0.125)
H (1.693, -0.476, 0.061)
H (1.556, 1.045, 0.003)
O (-0.211, 2.624, 1.637)
H (-0.449, 3.571, 1.426)
H (-0.859, 2.081, 1.136)
O (-1.415, -0.179, 1.106)
H (-1.284, -0.362, 2.062)
H (-0.498, 0.005, 0.713)
O (1.083, -2.694, -0.735)
H (0.734, -2.574, -1.613)
H (1.231, -3.590, -0.950)

For the HOMO energy, the calculation gives -10.94 eV. The LUMO energy is 0.46 eV. Its SMILES is O.O.O.O.O.

---

x:
A cluster of 5 separate species, H10O5 in total, computed with the ωB97M-V functional and the def2-TZVPD basis.

Atoms and positions in Å:
O (-1.281, -2.305, -1.548)
H (-2.075, -1.926, -1.152)
H (-1.649, -2.985, -2.138)
O (0.641, 1.693, 2.164)
H (0.707, 2.623, 2.289)
H (1.521, 1.326, 2.069)
O (-0.918, -0.769, 1.023)
H (0.045, -0.636, 1.081)
H (-0.971, -1.573, 0.539)
O (0.386, 1.946, -0.552)
H (0.863, 2.688, -0.958)
H (0.710, 1.986, 0.368)
O (1.033, -0.742, -1.121)
H (0.711, 0.057, -0.815)
H (0.273, -1.384, -1.242)

For the HOMO energy, the calculation gives -10.25 eV. The LUMO energy is 0.42 eV. Its SMILES is O.O.O.O.O.

---

Unit: eV. Relative energies: w 0.000; x 0.089.

---

w:
A structure of composition H10O5, computed with the ωB97M-V functional and the def2-TZVPD basis.

Atoms and positions in Å:
O (-0.052, -0.247, -0.265)
H (-0.180, 0.652, 0.037)
H (0.626, -0.599, 0.312)
O (0.571, 1.929, -0.546)
H (0.587, 2.753, -1.034)
H (0.908, 1.279, -1.162)
O (-1.702, -1.379, 1.353)
H (-1.151, -1.245, 0.582)
H (-2.568, -1.582, 0.998)
O (-1.189, -0.613, -1.910)
H (-1.262, 0.295, -2.204)
H (-0.576, -0.580, -1.177)
O (1.640, -0.202, 1.513)
H (1.866, -0.206, 2.443)
H (2.482, -0.254, 1.061)

For the HOMO energy, the calculation gives -9.48 eV. The LUMO energy is 0.13 eV.

---

x:
A structure of composition H10O5, computed with the ωB97M-V functional and the def2-TZVPD basis.

Atoms and positions in Å:
O (1.427, 0.556, -0.815)
H (1.180, 1.322, -1.333)
H (2.367, 0.458, -0.966)
O (0.102, -0.679, 2.033)
H (-0.408, -1.124, 2.709)
H (-0.272, 0.201, 1.990)
O (-2.385, 1.049, -1.774)
H (-1.593, 0.633, -1.434)
H (-3.088, 0.433, -1.567)
O (-0.862, 0.243, -0.595)
H (0.039, 0.203, -0.916)
H (-0.851, -0.269, 0.214)
O (1.623, -1.315, 0.651)
H (1.582, -0.416, 0.327)
H (1.139, -1.295, 1.477)

For the HOMO energy, the calculation gives -9.33 eV. The LUMO energy is 0.10 eV.

---

Unit: eV. Relative energies: w 0.000; x 1.067.